{
  "formula": "C3H7BS3",
  "method": "ωB97M-V with the def2-TZVPD basis set",
  "species": ["H", "C", "S", "H", "H", "B", "H", "H", "H", "H", "S", "C", "S", "C"],
  "xyz": [[-1.52733, 1.41664, 1.07304], [1.61816, -1.37578, -0.83278], [-2.05177, 1.32839, -1.19365], [2.36354, -0.93080, -1.56611], [2.86102, -1.06710, 0.84657], [-0.69399, 0.26252, -0.93045], [-3.22144, 1.36355, 1.03493], [1.57818, -2.45492, -0.89822], [-2.41071, 2.94976, 0.74543], [1.19381, -1.86522, 1.31004], [-0.01249, -1.01336, -1.83723], [1.71130, -1.11023, 0.66891], [0.98055, 0.61491, 1.01561], [-2.38883, 1.88166, 0.56391]],
  "lumo_ev": -0.1437,
  "relative_energy_kcal_mol": 53.3
}

{
  "formula": "C4H15Ag2NO5V",
  "method": "ωB97M-V with the def2-TZVPD basis set",
  "species": ["C", "Ag", "H", "V", "O", "H", "H", "H", "H", "O", "H", "H", "H", "H", "H", "Ag", "N", "H", "O", "C", "O", "H", "C", "H", "H", "H", "O", "C"],
  "xyz": [[-2.07541, 0.87226, 3.60901], [-3.07735, -1.01274, -3.63869], [-1.16226, 0.39226, 1.63868], [1.16368, 1.14829, -3.85711], [-1.88020, -3.46556, -5.30734], [0.18928, -1.26614, 2.43117], [-2.96594, 0.29899, 3.35129], [-1.89492, 0.80291, 4.68173], [-0.31954, -1.31053, -1.30303], [2.32053, -1.13669, -5.71410], [3.51026, 0.87593, 2.04955], [2.76130, 1.28411, 3.63237], [0.23244, -0.65550, 3.85119], [-2.32781, 1.92456, 3.47839], [2.75301, 2.43231, 2.38469], [0.98915, -3.55078, -4.18477], [-0.43714, -0.91198, 3.13987], [3.16514, -1.09716, -6.20360], [1.51996, 0.88987, 2.03109], [0.34081, 1.34528, 2.77968], [-1.52025, 1.12709, -5.45051], [-2.01960, -4.10472, -6.03299], [2.66969, 1.35795, 2.54874], [0.17775, 2.23498, 2.17146], [-1.61629, 0.54923, -6.23242], [0.51856, 1.83323, 3.73802], [-0.18670, -1.24337, -2.26863], [-0.82806, 0.38594, 2.67616]],
  "lumo_ev": [-7.3921, -11.2117],
  "s_squared": 9.080,
  "total_charge": 2,
  "multiplicity": 6
}

{
  "formula": "C2H7N2",
  "method": "ωB97M-V with the def2-TZVPD basis set",
  "species": ["N", "H", "N", "H", "H", "H", "H", "C", "H", "C", "H"],
  "xyz": [[1.03204, 0.01824, -0.30881], [-1.71137, 0.08979, 0.53301], [-0.93797, 0.04567, -0.15516], [0.33009, 1.46513, 1.02325], [0.12432, -1.88270, -0.64897], [2.00638, 0.02953, -0.03320], [-1.18684, 0.15366, -1.07865], [0.16392, 1.00596, 0.03248], [-0.15669, -1.65261, 1.24028], [0.06537, -1.04115, 0.00803], [0.27075, 1.76848, -0.61227]],
  "lumo_ev": -3.7027,
  "total_charge": 1,
  "relative_energy_kcal_mol": 82.0
}